1.
# C3H15NO3S

A cluster of 4 separate species, C3H15NO3S in total in a non-equilibrium geometry (the ωB97M-V functional and the def2-TZVPD basis, the OMol25 dataset).

Output
Net charge: 0
Energy relative to the best compared isomer or geometry (same formula, charge and spin) in eV: 0.908
Calculated total energy in Eh: -801.9163
Max |F| in eV/A: 2.0
SMILES: CNCCS.O.O.O
2S+1: 1

Geometry (Å):
C -0.061 -2.299 -1.461
N -0.096 -0.973 -0.787
C -1.173 -0.814 0.198
C -1.780 0.573 0.082
S -2.622 1.026 1.696
H -0.964 -2.840 -1.198
H 0.898 -2.804 -1.374
H -0.242 -2.110 -2.528
H 0.779 -0.842 -0.294
H -1.941 -1.556 0.099
H -0.733 -1.018 1.174
H -1.063 1.364 -0.104
H -2.568 0.571 -0.662
H -2.033 0.075 2.417
H 2.184 3.505 2.161
H 2.286 2.032 2.512
O 2.780 2.750 2.107
H 0.790 0.102 -2.487
H 1.578 1.018 -3.432
O 0.777 0.489 -3.368
H 2.920 -2.008 0.552
H 3.489 -2.083 -0.971
O 3.175 -1.536 -0.243

2.
# C3H15NO4

A cluster of 5 separate species, C3H15NO4 in total in a non-equilibrium geometry (the ωB97M-V functional and the def2-TZVPD basis, the OMol25 dataset).

Output
Net charge: 0
Energy relative to the best compared isomer or geometry (same formula, charge and spin) in eV: 2.210
Calculated total energy in Eh: -478.9476
Max |F| in eV/A: 3.5
SMILES: C=CCN.O.O.O.O
2S+1: 1

Geometry (Å):
N -1.654 -1.431 -0.561
C -1.938 0.071 -0.536
C -0.909 1.691 1.196
C -1.783 0.623 0.919
H -2.226 -1.771 0.267
H -1.736 -1.860 -1.527
H -1.309 0.713 -1.250
H -3.078 0.237 -0.817
H -0.909 2.012 2.326
H -0.337 2.045 0.178
H -2.249 0.079 1.740
H 2.299 -0.885 -0.630
H 3.138 0.161 -0.110
O 2.786 -0.061 -0.994
H 1.370 2.593 -1.940
H 1.560 1.223 -1.497
O 0.821 1.866 -1.566
H 1.309 -0.846 1.327
H 1.065 0.440 1.863
O 1.823 -0.168 1.828
H 1.093 -2.905 0.145
H -0.073 -1.827 -0.207
O 0.938 -2.000 -0.156

3.
# C3H15NO5S

A cluster of 5 separate species, C3H15NO5S in total in a non-equilibrium geometry (the ωB97M-V functional and the def2-TZVPD basis, the OMol25 dataset).

Output
Net charge: 0
Energy relative to the best compared isomer or geometry (same formula, charge and spin) in eV: 0.950
Calculated total energy in Eh: -952.4311
Max |F| in eV/A: 3.1
SMILES: NC(=O)CCS.O.O.O.O
2S+1: 1

Geometry (Å):
C 1.494 -0.230 0.380
C 1.951 0.286 1.722
S 0.592 1.109 2.651
C 0.877 -1.624 0.411
N 1.391 -2.569 1.240
O -0.066 -1.851 -0.327
H 0.756 0.460 -0.046
H 2.321 -0.203 -0.319
H 2.341 -0.317 2.542
H 2.916 0.901 1.767
H 0.133 2.050 1.822
H 2.249 -2.328 1.705
H 1.031 -3.500 1.335
H -2.931 -2.050 -0.162
H -2.056 -3.233 0.502
O -2.924 -2.885 0.305
H -1.700 -0.123 -0.759
H -2.400 0.779 -1.778
O -1.537 0.435 -1.526
H -1.933 2.984 -1.166
H -2.993 2.252 -0.422
O -2.884 2.845 -1.170
H 0.889 2.968 -2.687
H 0.974 1.519 -2.980
O 1.509 2.325 -3.042

4.
# C3H16N2O2

A cluster of 3 separate species, C3H16N2O2 in total (the ωB97M-V functional and the def2-TZVPD basis, the OMol25 dataset).

Output
Net charge: +2
Energy relative to the best compared isomer or geometry (same formula, charge and spin) in eV: 0.000
Calculated total energy in Eh: -383.3352
Max |F| in eV/A: 0.2
2S+1: 1

Geometry (Å):
C 1.454 0.116 -0.344
C -0.020 0.013 0.038
C -0.300 0.924 1.233
N -1.697 0.729 1.744
N 1.752 -0.650 -1.595
H 2.090 -0.270 0.453
H 1.741 1.149 -0.531
H -0.278 -1.018 0.283
H -0.646 0.320 -0.805
H 0.369 0.696 2.062
H -0.190 1.974 0.966
H -1.904 1.373 2.508
H -2.386 0.892 1.007
H -1.831 -0.250 2.109
H 2.763 -0.730 -1.726
H 1.365 -0.158 -2.447
H 1.391 -1.605 -1.564
H 0.313 0.660 -4.391
H 1.509 1.557 -4.048
O 0.915 0.894 -3.669
H -1.601 -1.944 3.709
H -2.537 -2.461 2.600
O -1.864 -1.795 2.789

5.
# C3H16N2O3

A cluster of 4 separate species, C3H16N2O3 in total in a non-equilibrium geometry (the ωB97M-V functional and the def2-TZVPD basis, the OMol25 dataset).

Output
Net charge: 0
Energy relative to the best compared isomer or geometry (same formula, charge and spin) in eV: 0.102
Calculated total energy in Eh: -459.1323
Max |F| in eV/A: 1.5
SMILES: NCCCN.O.O.O
2S+1: 1

Geometry (Å):
N 0.951 0.371 1.624
C 0.899 1.347 0.533
C 0.006 0.902 -0.619
C 0.440 1.486 -1.957
N 1.383 0.596 -2.668
H 1.572 0.707 2.349
H 1.231 -0.557 1.323
H 0.575 2.315 0.918
H 1.901 1.526 0.112
H -1.043 1.160 -0.450
H 0.028 -0.175 -0.778
H -0.414 1.549 -2.642
H 0.815 2.515 -1.955
H 2.356 0.817 -2.508
H 1.238 0.593 -3.664
H -0.855 0.209 1.903
H -2.062 0.027 2.867
O -1.831 0.285 1.982
H -0.121 -2.257 0.515
H 0.787 -2.924 -0.533
O 0.798 -2.313 0.213
H -2.273 -1.260 0.957
H -2.235 -1.874 -0.479
O -2.115 -2.075 0.457

6.
# C3H16N2O3

A cluster of 4 separate species, C3H16N2O3 in total in a non-equilibrium geometry (the ωB97M-V functional and the def2-TZVPD basis, the OMol25 dataset).

Output
Net charge: 0
Energy relative to the best compared isomer or geometry (same formula, charge and spin) in eV: 1.713
Calculated total energy in Eh: -459.0731
Max |F| in eV/A: 2.3
SMILES: CNCCN.O.O.O
2S+1: 1

Geometry (Å):
N 2.720 0.090 1.589
C 1.504 0.546 0.916
C 0.490 -0.616 0.743
N -0.919 -0.286 0.422
C -1.490 0.995 0.857
H 2.608 -0.162 2.566
H 3.433 0.793 1.523
H 1.031 1.234 1.619
H 1.704 1.053 -0.021
H 0.866 -1.151 -0.133
H 0.604 -1.262 1.616
H -1.496 -1.033 0.782
H -0.700 1.669 1.180
H -1.885 1.513 -0.021
H -2.192 0.988 1.693
H -3.813 -1.022 -3.744
H -4.688 -2.325 -3.688
O -3.786 -1.980 -3.672
H 5.764 3.183 0.326
H 4.598 3.530 -0.499
O 4.887 3.569 0.393
H -3.085 -2.645 -0.879
H -2.898 -3.200 -2.208
O -3.255 -3.483 -1.360

7.
# C3H16N2O4

A cluster of 4 separate species, C3H16N2O4 in total in a non-equilibrium geometry (the ωB97M-V functional and the def2-TZVPD basis, the OMol25 dataset).

Output
Net charge: +1
Energy relative to the best compared isomer or geometry (same formula, charge and spin) in eV: 0.536
Calculated total energy in Eh: -533.9939
Max |F| in eV/A: 3.2
⟨S²⟩: 0.7543
2S+1: 2

Geometry (Å):
C -1.672 0.124 -0.383
N -0.511 0.570 0.401
C -0.762 1.219 1.669
O -0.004 0.651 2.690
C -1.253 -0.699 -1.619
N -0.846 -2.080 -1.309
H -2.299 1.032 -0.658
H -2.155 -0.563 0.328
H 0.212 -0.163 0.458
H -0.668 2.340 1.638
H -1.837 0.888 2.063
H 0.951 0.823 2.514
H -2.216 -0.708 -2.260
H -0.551 -0.171 -2.329
H -0.399 -2.573 -2.044
H -1.550 -2.621 -0.846
H 1.243 -0.956 -1.130
H 2.590 -0.945 -1.727
O 1.979 -0.381 -1.222
H 1.356 -2.475 1.603
H 0.399 -1.668 0.639
O 1.332 -1.910 0.824
H 1.330 2.000 -0.660
H 0.151 2.927 -0.794
O 1.085 2.883 -0.857

8.
# C3H16N2O5S

A cluster of 5 separate species, C3H16N2O5S in total in a non-equilibrium geometry (the ωB97M-V functional and the def2-TZVPD basis, the OMol25 dataset).

Output
Net charge: -1
Calculated total energy in Eh: -1007.8058
Max |F| in eV/A: 1.9
⟨S²⟩: 0.7507
2S+1: 2

Geometry (Å):
N 0.360 1.138 -1.593
C 0.743 1.504 -0.235
C -0.381 1.402 0.780
S -1.501 2.854 0.612
C 1.855 0.533 0.164
N 3.140 1.005 0.116
O 1.680 -0.626 0.538
H -0.479 0.576 -1.633
H 0.160 1.928 -2.184
H 1.222 2.550 -0.209
H -0.038 1.356 1.832
H -0.991 0.457 0.608
H -1.989 2.878 1.864
H 3.389 1.899 -0.248
H 3.911 0.421 0.360
H -3.130 -0.292 -1.611
H -2.119 -1.254 -0.835
O -2.217 -0.612 -1.592
H 1.048 -1.745 -0.620
H 0.113 -1.714 -1.800
O 0.427 -2.326 -1.159
H 0.533 -1.076 1.868
H -0.886 -1.624 1.834
O -0.228 -1.224 2.404
H -0.812 -2.461 -0.126
H -2.122 -3.199 0.465
O -1.689 -2.349 0.400

9.
# C3H16N3O3

A cluster of 4 separate species, C3H16N3O3 in total (the ωB97M-V functional and the def2-TZVPD basis, the OMol25 dataset).

Output
Net charge: +1
Energy relative to the best compared isomer or geometry (same formula, charge and spin) in eV: 0.000
Calculated total energy in Eh: -513.7450
Max |F| in eV/A: 0.4
2S+1: 1

Geometry (Å):
C 1.603 2.210 1.045
C 1.212 2.025 -0.414
N 0.311 0.903 -0.652
C 0.686 -0.372 -0.561
N -0.235 -1.333 -0.541
N 1.976 -0.701 -0.510
H 0.717 2.320 1.665
H 2.218 3.100 1.163
H 2.173 1.367 1.435
H 0.698 2.909 -0.777
H 2.090 1.930 -1.052
H -0.695 1.048 -0.577
H -1.221 -1.105 -0.539
H 0.088 -2.292 -0.577
H 2.264 -1.669 -0.541
H 2.682 0.011 -0.564
H -3.908 0.193 2.592
H -4.128 1.677 2.272
O -3.561 0.925 2.070
H 1.831 -4.163 -1.289
H 1.674 -4.149 0.269
O 1.607 -3.611 -0.527
H -3.221 0.618 -1.073
H -2.879 0.596 0.447
O -2.508 0.439 -0.451